No. 1
ORCA calculation (wB97M-V/def2-TZVPD) on C30H48F3FeO30 as an isolated structure.

Cartesian coordinates (Å):
Fe -0.665 0.416 -2.392
C 1.317 0.443 1.171
C 0.567 0.368 -0.128
O 1.065 0.657 -1.231
O -0.658 0.099 -0.308
H 1.730 1.441 1.322
H 2.178 -0.223 1.204
H 0.613 0.210 1.967
C -1.429 4.220 -3.543
C -1.097 2.884 -2.984
O -0.099 2.191 -3.356
O -1.863 2.195 -2.267
H -2.458 4.075 -3.876
H -0.648 4.559 -4.217
H -1.562 4.993 -2.784
C 0.564 -2.301 -5.209
C 0.060 -1.333 -4.119
O -0.670 -0.381 -4.405
O 0.200 -1.383 -2.894
H 1.564 -2.693 -5.058
H 0.408 -1.737 -6.125
H -0.181 -3.098 -5.175
C 0.669 -3.681 3.369
C 0.077 -2.652 4.321
O -1.178 -3.214 4.626
C -1.444 -4.247 3.836
O -2.460 -4.884 3.887
O -0.498 -4.352 2.886
F -0.193 -1.488 3.634
H 1.377 -4.429 3.723
H 1.167 -3.143 2.563
H 0.742 -2.417 5.149
C 3.560 0.362 -3.866
C 5.087 0.430 -3.972
O 5.358 -0.294 -5.164
C 4.318 -1.125 -5.420
O 4.264 -1.939 -6.283
O 3.343 -0.845 -4.551
F 5.612 -0.253 -2.928
H 3.148 1.246 -4.356
H 3.246 0.308 -2.825
H 5.651 1.362 -4.002
C 2.695 -2.426 -0.543
C 3.432 -3.191 -1.611
O 3.631 -4.475 -1.050
C 2.995 -4.540 0.173
O 2.797 -5.586 0.718
O 2.483 -3.353 0.537
F 4.659 -2.645 -1.834
H 1.715 -2.013 -0.774
H 3.320 -1.586 -0.234
H 2.936 -3.201 -2.581
C 4.800 0.707 3.025
O 4.698 1.843 3.809
C 5.731 2.732 3.826
O 6.652 2.709 3.045
O 5.463 3.568 4.806
C 6.390 4.606 5.099
H 5.817 0.432 2.744
H 4.226 0.849 2.104
H 4.315 -0.192 3.412
H 6.052 5.265 5.894
H 6.469 5.223 4.200
H 7.418 4.299 5.292
C -2.936 -2.177 1.131
O -3.253 -3.564 1.108
C -4.442 -3.965 1.515
O -5.364 -3.248 1.817
O -4.409 -5.315 1.477
C -5.498 -6.054 1.964
H -3.835 -1.600 0.913
H -2.118 -1.864 0.487
H -2.706 -1.807 2.134
H -6.470 -5.644 1.679
H -5.523 -6.087 3.055
H -5.440 -7.054 1.542
C -1.324 2.120 3.029
O -2.577 2.435 3.665
C -3.693 1.839 3.210
O -3.714 0.888 2.492
O -4.697 2.420 3.876
C -6.011 2.123 3.442
H -1.210 1.034 3.040
H -0.571 2.487 3.721
H -1.373 2.448 1.993
H -6.337 1.132 3.757
H -6.166 2.304 2.378
H -6.705 2.816 3.919
C -5.109 -2.156 -4.084
O -3.852 -2.033 -3.438
C -3.695 -1.099 -2.494
O -2.644 -0.495 -2.349
O -4.768 -0.827 -1.795
C -4.770 0.183 -0.804
H -5.843 -2.241 -3.283
H -5.066 -2.936 -4.839
H -5.383 -1.289 -4.692
H -3.776 0.468 -0.462
H -5.315 -0.220 0.047
H -5.265 1.077 -1.181
C -0.870 5.408 0.627
O -0.103 5.212 -0.577
C 1.172 4.674 -0.568
O 1.668 4.132 0.373
O 1.643 4.866 -1.762
C 2.782 4.085 -2.151
H -0.960 6.486 0.755
H -0.303 5.013 1.469
H -1.836 4.914 0.553
H 3.742 4.590 -2.031
H 2.796 4.043 -3.241
H 2.652 3.106 -1.695

## Properties
⟨S²⟩   8.756
Total energy   -135854.3041 eV
E_LUMO (alpha / beta)   0.27 / -1.03 eV
Spin multiplicity   6
Energy above the lowest of the compared OMol25 structures with the same formula, charge and spin   171.7 kJ/mol
HOMO level (alpha / beta)   -9.91 / -9.96 eV
HOMO-LUMO gap (alpha / beta)   10.18 / 8.94 eV

***

No. 2
ORCA calculation (wB97M-V/def2-TZVPD) on C30H48MoP2Se as an isolated structure.

Cartesian coordinates (Å):
Mo 0.673 0.010 1.083
C 2.810 -0.468 1.609
C 2.766 0.898 1.154
C 1.440 0.733 3.063
C 2.007 -0.562 2.804
C 1.908 1.639 2.044
C 3.608 -1.586 1.022
H 4.015 -1.317 0.046
H 3.000 -2.495 0.919
H 4.458 -1.843 1.667
C 1.996 -1.738 3.717
H 2.152 -2.667 3.161
H 1.058 -1.804 4.271
H 2.809 -1.647 4.446
C 0.582 1.112 4.220
H 1.180 1.258 5.129
H -0.154 0.331 4.428
H 0.050 2.045 4.020
C 1.663 3.112 1.983
H 2.306 3.651 2.694
H 0.626 3.355 2.234
H 1.884 3.493 0.981
C 3.596 1.525 0.082
H 4.400 2.141 0.510
H 2.999 2.194 -0.546
H 4.064 0.774 -0.557
C -0.939 -1.836 -4.065
C 0.392 -1.774 -4.261
C 1.080 -0.954 -5.303
C 0.542 0.492 -5.508
C 0.011 1.183 -4.282
C -1.297 1.251 -3.977
C -2.368 0.340 -4.498
C -1.985 -1.131 -4.874
H 1.030 -1.466 -6.279
H -0.223 0.466 -6.296
H 2.153 -0.899 -5.062
H -1.730 -1.155 -5.942
H -1.336 -2.596 -3.374
H 1.048 -2.481 -3.738
H -2.915 -1.721 -4.776
H -3.184 0.304 -3.755
H -1.677 2.083 -3.367
H -2.833 0.776 -5.400
H 1.373 1.095 -5.911
H 0.737 1.797 -3.732
P 0.499 -1.226 -0.946
P -1.027 1.666 0.386
C -1.143 -0.538 -1.476
C -1.969 0.462 -0.662
H -1.785 -1.390 -1.739
H -0.852 -0.080 -2.428
H -2.580 1.072 -1.342
H -2.654 -0.071 0.010
C -2.242 2.339 1.553
H -1.759 3.061 2.226
H -2.673 1.538 2.167
H -3.044 2.844 0.995
C -0.557 3.013 -0.738
H -1.390 3.257 -1.413
H 0.317 2.723 -1.337
H -0.284 3.905 -0.154
C 0.470 -3.016 -1.111
H 1.421 -3.425 -0.745
H 0.318 -3.326 -2.153
H -0.346 -3.419 -0.491
C 1.865 -0.482 -1.887
H 1.985 0.578 -1.650
H 1.735 -0.558 -2.969
H 2.800 -0.997 -1.623
Se -0.715 -1.795 2.109
C -1.913 -1.386 3.632
C -3.214 -0.916 3.384
C -4.058 -0.610 4.459
C -3.624 -0.818 5.775
C -2.346 -1.327 6.020
C -1.520 -1.692 4.948
H -3.566 -0.817 2.357
H -5.055 -0.211 4.267
H -4.291 -0.592 6.609
H -1.990 -1.462 7.040
H -0.589 -2.222 5.139

## Properties
⟨S²⟩   2.247
Total energy   -117653.3550 eV
E_LUMO (alpha / beta)   -8.00 / -7.13 eV
Spin multiplicity   3
Energy above the lowest of the compared OMol25 structures with the same formula, charge and spin   0.0 kJ/mol
HOMO level (alpha / beta)   -13.83 / -13.86 eV
Charge   +2
HOMO-LUMO gap (alpha / beta)   5.82 / 6.73 eV

***

No. 3
ORCA calculation (wB97M-V/def2-TZVPD) on C30H48N6O3RuSSi as an isolated structure.

Cartesian coordinates (Å):
Ru -0.599 0.305 -0.177
N -0.055 -0.013 2.273
C 1.286 0.502 2.542
C 1.838 0.182 3.946
C 1.695 -1.245 4.494
C 2.416 -2.344 3.700
N 3.731 -1.920 3.292
C 4.857 -1.941 3.960
N 5.878 -1.238 3.461
N 5.039 -2.624 5.099
C 2.214 0.161 1.319
O 3.415 -0.096 1.532
O 1.693 0.254 0.199
H -0.720 0.356 2.948
H -0.075 -1.032 2.325
H 1.223 1.600 2.482
H 1.316 0.833 4.654
H 2.887 0.484 3.953
H 0.640 -1.511 4.589
H 2.108 -1.224 5.504
H 1.872 -2.565 2.781
H 2.452 -3.261 4.291
H 3.671 -1.190 2.516
H 5.725 -0.704 2.621
H 6.799 -1.267 3.856
H 4.324 -3.232 5.453
H 5.953 -2.707 5.504
C -2.344 -3.129 -2.779
N -3.152 -2.034 -2.328
C -4.125 -1.398 -3.052
C -4.594 -0.375 -2.302
N -3.911 -0.397 -1.117
C -3.007 -1.407 -1.142
S -2.008 -1.861 0.142
H -2.426 -3.207 -3.861
H -2.663 -4.066 -2.318
H -1.309 -2.918 -2.504
H -4.403 -1.719 -4.035
H -5.345 0.356 -2.508
H -3.988 0.272 -0.361
C -2.544 2.956 1.003
C -1.766 3.356 -0.256
C -2.558 4.430 -1.021
C -1.509 2.141 -1.123
H -2.656 3.802 1.679
H -2.008 2.148 1.522
H -3.541 2.604 0.737
H -0.801 3.783 0.043
H -3.580 4.090 -1.183
H -2.105 4.633 -1.990
H -2.587 5.359 -0.454
H -0.762 2.352 -1.900
H -2.442 1.789 -1.587
C 3.081 -1.904 -2.171
C 2.105 -2.352 -3.247
C 1.373 -3.595 -2.766
C 2.810 -2.618 -4.564
Si 0.784 -0.883 -3.429
O -0.020 -0.757 -2.104
C -0.498 -0.994 -4.828
C -0.640 -2.015 -5.755
C -1.567 -1.918 -6.780
C -2.384 -0.805 -6.879
C -2.289 0.203 -5.935
C -1.347 0.105 -4.929
C 1.965 0.502 -4.014
C 2.298 0.566 -5.361
C 3.234 1.478 -5.813
C 3.833 2.350 -4.919
C 3.479 2.314 -3.580
C 2.552 1.389 -3.125
H 3.691 -2.753 -1.859
H 2.544 -1.528 -1.301
H 3.747 -1.120 -2.527
H 2.104 -4.387 -2.588
H 0.649 -3.959 -3.494
H 0.867 -3.392 -1.825
H 3.537 -3.422 -4.431
H 3.344 -1.737 -4.918
H 2.102 -2.929 -5.330
H -0.006 -2.888 -5.690
H -1.644 -2.708 -7.514
H -3.084 -0.711 -7.696
H -2.923 1.076 -6.000
H -1.246 0.899 -4.206
H 1.815 -0.096 -6.065
H 3.498 1.502 -6.860
H 4.574 3.054 -5.267
H 3.934 3.003 -2.884
H 2.274 1.352 -2.079

## Properties
⟨S²⟩   1.125
Total energy   -68262.6660 eV
E_LUMO (alpha / beta)   -3.79 / -3.24 eV
Spin multiplicity   2
Energy above the lowest of the compared OMol25 structures with the same formula, charge and spin   345.5 kJ/mol
HOMO level (alpha / beta)   -9.74 / -9.75 eV
Charge   +1
HOMO-LUMO gap (alpha / beta)   5.95 / 6.51 eV

***

Among the records above, which one has the highest energy above the lowest of the compared OMol25 structures with the same formula, charge and spin?
C30H48N6O3RuSSi

***

⟨S²⟩ of number 1 (C30H48F3FeO30)?
8.756

***

The lowest spin multiplicity belongs to which entry?
C30H48N6O3RuSSi

***

Look up the total energy of the second one.
-117653.3550 eV